No. 1
{
  "formula": "C21H24F3NO4P2STc",
  "method": "ωB97M-V/def2-TZVPD",
  "species": ["Tc", "S", "P", "P", "F", "F", "F", "O", "O", "O", "O", "N", "C", "C", "C", "C", "C", "C", "C", "C", "C", "C", "C", "C", "C", "C", "C", "C", "C", "C", "C", "C", "C", "H", "H", "H", "H", "H", "H", "H", "H", "H", "H", "H", "H", "H", "H", "H", "H", "H", "H", "H", "H", "H", "H", "H", "H"],
  "positions_angstrom": [[0.360, -0.828, 1.146], [1.308, -2.677, 3.393], [1.991, 0.554, 0.354], [-0.382, -2.207, -0.578], [2.675, -2.374, 5.725], [3.338, -1.054, 4.099], [1.472, -0.636, 5.157], [1.739, -4.048, 3.435], [-0.538, 1.015, 3.500], [-0.119, -2.356, 3.504], [1.846, -1.961, 2.147], [-0.664, 1.056, -1.741], [-4.435, -0.492, -2.571], [-1.356, 4.495, -0.564], [-1.609, 3.199, -1.084], [-2.030, -0.810, -2.366], [-0.490, 2.313, -1.289], [-0.230, 0.296, 2.641], [-1.772, -3.307, -0.161], [3.398, -0.532, -0.095], [-3.292, -1.313, -2.658], [-1.891, 0.575, -2.024], [2.251, -1.631, 4.687], [-4.334, 0.832, -2.186], [-2.881, 2.698, -1.388], [1.018, 4.007, -0.384], [-0.073, 4.882, -0.225], [2.694, 1.543, 1.725], [0.957, -3.414, -0.896], [0.825, 2.736, -0.910], [-0.781, -1.670, -2.321], [1.952, 1.734, -1.078], [-3.067, 1.399, -1.879], [1.786, 1.118, -1.974], [-1.930, -4.048, -0.957], [-1.522, -3.816, 0.781], [-5.209, 1.474, -2.088], [3.137, -1.098, -1.001], [1.973, 2.319, 2.023], [3.573, -1.221, 0.746], [2.895, 0.859, 2.568], [1.231, -3.871, 0.066], [2.925, 2.240, -1.147], [-3.751, 3.346, -1.253], [-0.893, -2.564, -2.950], [-2.684, -2.713, -0.024], [-5.406, -0.920, -2.802], [-0.969, -0.068, 0.616], [4.284, 0.093, -0.276], [-2.210, 5.156, -0.437], [-3.384, -2.362, -2.952], [2.027, 4.307, -0.087], [0.595, -4.176, -1.600], [0.082, -1.068, -2.638], [3.632, 2.014, 1.397], [0.109, 5.869, 0.182], [1.830, -2.891, -1.308]],
  "mulliken_spin": [1.98, 0.01, -0.09, 0.00, 0.00, 0.00, 0.00, 0.00, 0.03, 0.00, 0.05, 0.29, 0.06, 0.13, 0.01, 0.09, 0.00, 0.01, 0.00, 0.00, 0.01, 0.01, 0.01, 0.16, 0.08, -0.01, 0.07, 0.01, 0.03, 0.07, 0.01, 0.01, -0.01, 0.00, 0.00, 0.00, 0.00, 0.00, 0.00, 0.00, 0.00, 0.00, 0.00, -0.01, 0.00, 0.00, 0.00, -0.03, 0.00, 0.00, 0.00, 0.00, 0.01, 0.00, 0.00, 0.00, 0.00],
  "spin_multiplicity": 4,
  "homo_ha": [-0.551, -0.564],
  "total_charge": 2,
  "lumo_energy_ev": [-7.769, -10.112],
  "fmax_ha_per_bohr": 0.106
}

***

No. 2
{
  "formula": "C21H24N2O3",
  "method": "ωB97M-V/def2-TZVPD",
  "species": ["O", "O", "O", "N", "N", "C", "C", "C", "C", "C", "C", "C", "C", "C", "C", "C", "C", "C", "C", "C", "C", "C", "C", "C", "C", "C", "H", "H", "H", "H", "H", "H", "H", "H", "H", "H", "H", "H", "H", "H", "H", "H", "H", "H", "H", "H", "H", "H", "H", "H"],
  "positions_angstrom": [[0.706, -0.864, 3.352], [2.534, 4.750, -1.470], [-1.689, -0.574, -2.131], [0.435, -0.630, -2.832], [-0.549, -0.995, 1.531], [-2.671, -1.042, 3.704], [2.733, 3.263, -3.031], [-2.512, -3.259, 5.208], [-3.791, -2.725, 5.213], [3.976, 5.293, -1.821], [1.185, 1.603, -3.276], [0.211, 2.324, -2.379], [0.834, 3.425, -1.817], [-1.841, -1.583, 0.754], [0.151, -2.106, -0.999], [2.126, 3.792, -2.093], [-0.466, -1.195, -2.095], [-1.626, -1.772, 3.569], [1.100, -1.406, -0.058], [-0.535, -1.029, 2.852], [-4.124, -1.446, 4.358], [2.321, 2.035, -3.692], [-1.097, -2.536, 0.009], [-1.593, -2.989, 4.226], [0.278, 0.349, -4.050], [0.459, -0.266, 0.850], [4.790, 4.620, -1.810], [1.391, -0.106, 1.501], [1.513, -1.028, -2.743], [1.844, -1.216, -0.769], [0.381, 3.936, -0.915], [1.318, -2.169, 0.559], [0.738, -0.011, -4.692], [-2.020, -0.773, 0.275], [0.528, -2.890, -1.554], [0.053, 0.399, 0.104], [-1.873, -2.930, -0.761], [-0.433, -3.405, 4.237], [3.818, 3.388, -3.286], [-4.630, -3.112, 5.687], [-2.387, -4.349, 5.651], [-0.681, 1.835, -2.195], [2.785, 1.439, -4.356], [3.839, 5.643, -2.983], [-0.761, 0.498, -4.161], [4.032, 6.156, -1.125], [-2.943, -0.061, 3.246], [-4.881, -0.797, 4.579], [-2.389, -1.958, 1.259], [-0.582, -3.525, 0.371]],
  "nbo_charge": [-0.70, -0.46, -0.75, -0.57, -0.41, -0.15, -0.30, -0.25, -0.18, -0.27, 0.00, -0.20, -0.20, -0.13, -0.27, 0.24, 0.64, -0.21, -0.39, 0.65, -0.20, -0.24, -0.40, -0.14, -0.15, -0.25, 0.20, 0.30, 0.39, 0.19, 0.22, 0.21, 0.14, 0.23, 0.22, 0.22, 0.22, 0.24, 0.21, 0.21, 0.22, 0.24, 0.21, 0.20, 0.24, 0.22, 0.22, 0.20, 0.17, 0.23],
  "homo_ha": -0.313,
  "e_above_lowest_ev": 17.9407,
  "lumo_energy_ev": 0.216,
  "smiles": "COc1ccc(CNC(=O)C2CCN(C(=O)c3ccccc3)CC2)cc1",
  "fmax_ha_per_bohr": 0.381
}

***

No. 3
{
  "formula": "C21H24N2O3",
  "method": "ωB97M-V/def2-TZVPD",
  "species": ["O", "O", "O", "N", "N", "C", "C", "C", "C", "C", "C", "C", "C", "C", "C", "C", "C", "C", "C", "C", "C", "C", "C", "C", "C", "C", "H", "H", "H", "H", "H", "H", "H", "H", "H", "H", "H", "H", "H", "H", "H", "H", "H", "H", "H", "H", "H", "H", "H", "H"],
  "positions_angstrom": [[-1.685, 1.853, -3.835], [2.569, 3.040, -2.119], [-1.236, -2.195, -0.475], [-2.544, -0.634, -3.420], [-3.421, -1.601, -3.144], [0.008, 0.353, 2.575], [0.019, -1.787, 1.464], [-1.593, -0.689, -2.488], [-1.365, -0.018, 0.619], [3.134, -0.776, -0.302], [-3.883, -3.429, -1.503], [-1.908, -1.734, -1.575], [2.014, 1.565, 3.413], [-0.607, 1.501, -3.105], [0.528, 1.281, 3.645], [0.420, 2.430, -2.974], [0.294, 0.713, 5.046], [1.562, 2.131, -2.255], [-3.086, -2.297, -2.034], [0.695, -0.036, -1.782], [-0.487, 0.257, -2.467], [0.454, -0.960, 2.478], [-0.881, -1.313, 0.513], [1.725, 0.873, -1.659], [3.010, 0.608, -0.922], [-0.914, 0.800, 1.639], [2.329, 3.850, -2.586], [-0.760, 0.490, 5.193], [3.108, 1.365, -0.139], [3.838, 0.774, -1.617], [-3.440, -3.765, -0.569], [2.344, -0.943, 0.427], [-0.017, 2.228, 3.567], [-2.274, 1.075, -3.901], [-4.211, -1.749, -3.750], [3.079, -1.549, -1.065], [2.596, 0.651, 3.491], [2.165, 1.984, 2.420], [4.093, -0.866, 0.204], [0.376, -2.803, 1.380], [0.604, 1.434, 5.800], [-2.084, 0.357, -0.093], [0.809, -1.017, -1.353], [2.384, 2.275, 4.150], [-3.891, -4.261, -2.207], [0.304, 3.390, -3.456], [-4.913, -3.124, -1.320], [0.863, -0.201, 5.195], [-1.289, 1.812, 1.700], [1.164, -1.345, 3.195]],
  "nbo_charge": [-0.68, -0.67, -0.48, -0.33, -0.32, -0.06, -0.27, 0.10, -0.27, -0.61, -0.65, 0.17, -0.60, 0.36, -0.22, -0.36, -0.60, 0.35, 0.13, -0.16, -0.14, -0.16, 0.29, -0.10, -0.41, -0.18, 0.48, 0.21, 0.21, 0.21, 0.24, 0.21, 0.20, 0.51, 0.41, 0.20, 0.20, 0.21, 0.21, 0.22, 0.21, 0.23, 0.22, 0.21, 0.23, 0.21, 0.22, 0.20, 0.21, 0.20],
  "homo_ha": -0.280,
  "e_above_lowest_ev": 1.4967,
  "lumo_energy_ev": 0.743,
  "smiles": "CCc1cc(-c2n[nH]c(C)c2Oc2ccc(C(C)C)cc2)c(O)cc1O",
  "fmax_ha_per_bohr": 0.013
}

***

No. 4
{
  "formula": "C21H24N2O3",
  "method": "ωB97M-V/def2-TZVPD",
  "species": ["O", "O", "O", "N", "N", "C", "C", "C", "C", "C", "C", "C", "C", "C", "C", "C", "C", "C", "C", "C", "C", "C", "C", "C", "C", "C", "H", "H", "H", "H", "H", "H", "H", "H", "H", "H", "H", "H", "H", "H", "H", "H", "H", "H", "H", "H", "H", "H", "H", "H"],
  "positions_angstrom": [[0.425, -2.821, -0.744], [1.270, 3.076, -2.734], [-1.628, -2.089, -1.316], [1.842, 1.013, -1.949], [-0.380, 1.626, -2.216], [-0.837, 0.553, -1.369], [-0.808, 2.950, 4.709], [1.254, -4.861, 0.070], [0.269, 3.373, 2.603], [1.464, -0.293, -1.698], [-0.438, -1.896, -1.176], [-0.024, -4.151, -0.381], [0.917, 1.994, -2.312], [3.235, 1.387, -2.053], [-0.301, 1.983, 0.647], [-1.373, 1.584, 2.802], [2.558, -1.308, -1.795], [-2.101, 0.537, 2.197], [-0.458, 2.322, 2.007], [-1.023, -4.073, 0.773], [-1.527, 1.925, 4.161], [-1.934, 0.239, 0.876], [-0.631, -4.861, -1.591], [-1.022, 0.965, 0.083], [0.098, 3.680, 3.923], [0.170, -0.581, -1.429], [-1.795, 0.186, -1.757], [-1.259, -5.075, 1.121], [-1.534, -4.351, -1.912], [-1.938, -3.588, 0.447], [3.270, 2.473, -2.120], [3.783, 1.057, -1.171], [1.967, -4.911, -0.750], [-2.496, -0.560, 0.418], [-0.931, 3.207, 5.751], [-2.227, 1.361, 4.761], [3.705, 0.977, -2.950], [3.146, -1.146, -2.696], [1.711, -4.316, 0.892], [-0.597, -3.502, 1.595], [-0.878, -5.885, -1.326], [3.221, -1.231, -0.935], [-1.042, 2.358, -2.431], [0.079, -4.871, -2.416], [2.145, -2.308, -1.812], [0.657, 4.488, 4.373], [0.963, 3.934, 1.992], [-2.803, -0.023, 2.800], [1.023, -5.870, 0.397], [0.399, 2.560, 0.059]],
  "nbo_charge": [-0.53, -0.64, -0.63, -0.46, -0.61, -0.07, -0.21, -0.62, -0.18, 0.31, 0.80, 0.27, 0.79, -0.42, -0.15, 0.02, -0.66, -0.20, -0.10, -0.64, -0.21, -0.22, -0.64, -0.04, -0.21, -0.23, 0.24, 0.21, 0.24, 0.24, 0.26, 0.20, 0.21, 0.23, 0.21, 0.21, 0.20, 0.22, 0.22, 0.21, 0.21, 0.23, 0.41, 0.21, 0.26, 0.21, 0.21, 0.21, 0.22, 0.20],
  "homo_ha": -0.301,
  "e_above_lowest_ev": 0.0602,
  "lumo_energy_ev": 0.629,
  "smiles": "CC1=C(C(=O)OC(C)(C)C)[C@@H](c2ccc3ccccc3c2)NC(=O)N1C",
  "fmax_ha_per_bohr": 0.015
}